1.
The following is a DFT calculation (wB97M-V/def2-TZVPD) of a gas-phase ion, C20H42ClFN2O4P (charge -1).

Summary:
Gap between HOMO and LUMO   0.2938 Ha
Charge   -1

Atoms and positions in Å:
C 1.25102 -2.10960 1.87797
C 0.08357 -2.94132 2.40907
C -1.19362 -2.79653 1.57947
C -1.76303 -1.36469 1.52869
N -1.30458 -0.55351 0.40215
P -2.16810 -0.29811 -1.12317
C -1.16443 1.28639 -1.48681
C 0.35466 1.39638 -1.22053
C 1.25922 1.48835 -2.47656
C 2.17333 0.28130 -2.72224
C 3.15597 -0.01892 -1.58239
C 4.36741 0.93819 -1.54179
C 4.31394 2.15764 -0.61220
C 3.99008 1.88633 0.86990
C 2.57960 2.32402 1.31469
C 2.51508 3.06143 2.65733
O 2.32738 2.19478 3.76463
C 0.98529 2.05782 4.18101
C -3.71009 0.72247 -0.33403
C -3.49382 1.43868 0.92589
O -3.69073 1.10885 2.02644
F -2.95136 2.67581 0.74462
C -3.15536 -1.95505 -0.98522
C -4.05675 -2.25417 -2.17956
C -5.15485 -3.26786 -1.86840
Cl -3.13664 -2.87424 -3.59535
O -0.91411 -1.22929 -2.19672
N -0.15364 -2.17486 -1.70431
O 0.57360 -2.66698 -2.52825
H 1.04664 -1.04056 1.99104
H 1.40684 -2.30804 0.81202
H 2.17834 -2.32053 2.42329
H -0.13746 -2.66579 3.45014
H 0.38345 -3.99737 2.41056
H -0.97915 -3.15468 0.57257
H -1.96686 -3.45592 2.00176
H -1.44180 -0.85429 2.44944
H -2.85569 -1.38983 1.61412
H -0.90773 0.31438 0.73279
H -2.82080 -0.09052 -2.39549
H -1.33528 1.43913 -2.56101
H -1.64875 2.12354 -0.99091
H 0.69982 0.57697 -0.58330
H 0.51568 2.31219 -0.63492
H 0.62550 1.62312 -3.36088
H 1.89001 2.38810 -2.41767
H 2.77039 0.47568 -3.62660
H 1.56152 -0.59310 -2.94704
H 3.52991 -1.04079 -1.72398
H 2.63316 -0.03667 -0.61826
H 5.26998 0.36716 -1.28422
H 4.51410 1.31803 -2.56272
H 3.61062 2.89935 -1.01394
H 5.30257 2.63463 -0.66314
H 4.10710 0.81046 1.05793
H 4.73275 2.38802 1.49988
H 1.92657 1.44749 1.39734
H 2.14208 2.97426 0.54948
H 3.45134 3.60175 2.84468
H 1.70989 3.81077 2.63051
H 0.70566 2.85877 4.88067
H 0.29098 2.07735 3.33114
H 0.87920 1.09359 4.68411
H -4.55669 0.05785 -0.14291
H -3.99748 1.43175 -1.11633
H -2.50421 -2.81094 -0.81934
H -3.83947 -1.90807 -0.13345
H -4.52290 -1.31960 -2.51593
H -5.85930 -3.35165 -2.70010
H -5.70893 -2.94731 -0.97752
H -4.72068 -4.25196 -1.66820

2.
The following is a DFT calculation (wB97M-V/def2-TZVPD) of a molecular structure, C20H42N5O3PSi2.

Summary:
Gap between HOMO and LUMO   0.3231 Ha
Charge   0

Atoms and positions in Å:
O 6.57183 -2.56681 -1.53189
P 5.75965 -1.41916 -2.52549
O 6.97346 -0.29133 -2.99896
Si 4.35350 -0.39699 -1.15534
O 2.77986 -1.09032 -1.08273
Si 2.42706 -2.19495 -2.36566
H 6.80619 -3.31454 -2.11383
H 7.14260 0.33935 -2.27117
H 4.91663 -0.51429 0.21298
H 4.35568 1.05280 -1.44336
H 3.47094 -3.20329 -2.59503
H 2.00350 -1.51985 -3.61340
H 1.23336 -2.95617 -1.92550
C -2.02229 -0.70674 -1.05327
C -2.43239 -1.62126 0.09675
C -1.58706 -2.89436 0.17705
C -1.73125 -3.68657 -1.08121
N -1.83529 -4.29821 -2.06302
H -2.16230 -1.19136 -2.02278
H -2.63041 0.19781 -1.05291
H -0.97376 -0.41074 -0.96508
H -3.48801 -1.88476 -0.01864
H -2.33954 -1.07381 1.03739
H -1.90966 -3.50813 1.02183
H -0.53217 -2.64638 0.32154
C -2.18124 -4.50553 5.00123
C -3.69860 -4.54785 4.86495
C -4.17861 -3.96670 3.53439
C -3.75748 -2.53690 3.42809
N -3.42672 -1.42647 3.34269
H -1.80547 -3.47923 4.98911
H -1.86980 -4.95314 5.94702
H -1.70194 -5.05754 4.19002
H -4.14824 -3.99730 5.69642
H -4.03785 -5.58366 4.94686
H -5.26683 -4.02406 3.46425
H -3.75554 -4.52707 2.69689
C -2.72903 5.32523 -1.48738
C -3.47431 4.56783 -2.57829
C -3.51958 3.05958 -2.32538
C -2.12907 2.51221 -2.27819
N -1.04881 2.08694 -2.24113
H -1.68225 5.01959 -1.43220
H -2.74315 6.39741 -1.69146
H -3.18967 5.15847 -0.50892
H -2.99472 4.76787 -3.53981
H -4.49673 4.94989 -2.64383
H -4.07191 2.55914 -3.12358
H -4.02096 2.84215 -1.37888
C 2.34583 7.37446 -2.54599
C 2.04144 6.00227 -1.95403
C 1.51706 5.00767 -2.99269
C 0.24538 5.51465 -3.58998
N -0.74557 5.90729 -4.05008
H 1.44747 7.84629 -2.95040
H 2.74345 8.04015 -1.77709
H 3.08610 7.30035 -3.34739
H 1.30917 6.11719 -1.14959
H 2.95244 5.59878 -1.50403
H 1.32637 4.03883 -2.52510
H 2.25062 4.86102 -3.78898
C 3.05568 -2.40507 3.00046
C 1.64999 -2.08685 2.50264
C 0.55371 -2.71273 3.36980
C 0.68830 -4.20229 3.36971
N 0.79781 -5.35860 3.36549
H 3.25985 -3.47778 2.97056
H 3.80123 -1.91547 2.37048
H 3.19624 -2.05640 4.02743
H 1.55137 -2.43758 1.47091
H 1.51478 -1.00210 2.48743
H -0.43243 -2.44557 2.98130
H 0.62207 -2.34931 4.39795

3.
The following is a DFT calculation (wB97M-V/def2-TZVPD) of 6 unconnected molecules or ions with the total composition C20H42NO11S4.

Summary:
Gap between HOMO and LUMO   0.3951 Ha
Relative energy (zero: lowest compared OMol25 entry of this formula, charge and spin)   0.0 kcal/mol
Charge   +1

Atoms and positions in Å:
N -22.34502 5.97376 -2.32257
H -22.52673 6.94912 -2.53074
H -22.18055 5.76493 -1.34381
H -21.56259 5.72463 -2.77847
H -23.17470 5.40245 -2.48028
C -29.49013 6.36694 -1.79434
C -28.08557 6.76751 -1.49908
C -27.65814 6.61893 0.03944
O -26.34670 6.13465 -0.13005
C -26.04371 5.70084 -1.25515
O -25.04712 5.06718 -1.48057
O -27.04184 6.01585 -2.15627
H -29.69083 6.41548 -2.88172
H -30.21535 7.15044 -1.59409
H -29.72904 5.39017 -1.27552
H -28.08630 7.82292 -1.81283
H -28.09448 5.83416 0.71544
H -27.43273 7.51316 0.60706
C -26.35528 6.99132 -7.07616
C -24.86971 7.19039 -7.20926
C -24.30922 8.18114 -6.13165
S -25.30523 7.79033 -4.72488
O -25.93009 8.94806 -4.10997
O -24.58250 6.85729 -3.94228
C -26.59620 6.86380 -5.53217
H -26.73796 6.14435 -7.50457
H -26.89687 7.87558 -7.56518
H -24.42223 7.75131 -8.08270
H -24.34105 6.30051 -7.10954
H -24.60887 9.12243 -6.46010
H -23.35506 8.07194 -5.90408
H -27.55273 7.16195 -5.11567
H -26.47033 5.75946 -5.27648
C -25.79749 10.85386 0.15542
C -24.45466 11.75321 0.13118
C -23.28307 10.75403 -0.00607
S -23.92945 9.56661 -1.12596
O -23.44033 8.29772 -0.62078
O -23.52771 10.10397 -2.38026
C -25.61199 9.81357 -0.90231
H -26.59969 11.63788 -0.05752
H -25.90373 10.34565 1.19980
H -24.31171 12.39668 0.80196
H -24.36593 12.34332 -0.87235
H -23.06113 10.28346 0.88389
H -22.50163 11.26467 -0.40238
H -26.00672 8.77729 -0.50195
H -26.15769 9.92222 -1.78732
C -15.94589 5.67990 -1.74200
C -16.22421 5.93464 -3.18176
C -17.71409 6.41378 -3.27100
S -18.56784 5.31511 -2.23263
O -18.85008 4.08722 -2.99654
O -19.61531 5.86943 -1.43705
C -17.20852 4.91735 -1.20780
H -15.68443 6.61734 -1.41617
H -14.85648 5.37499 -1.66506
H -16.07035 5.02878 -3.72875
H -15.53760 6.73756 -3.64915
H -18.03296 6.18799 -4.40200
H -17.82659 7.32297 -2.76520
H -17.23182 3.83031 -1.15401
H -17.44045 5.18442 -0.32083
C -18.20476 5.42367 -7.45310
C -18.43368 4.29984 -6.50188
C -19.95705 4.21381 -6.14094
S -20.50022 5.89160 -6.31445
O -20.58503 6.33861 -4.95620
O -21.63585 6.02062 -7.16939
C -19.18026 6.65153 -7.10277
H -18.26055 5.20552 -8.51759
H -17.14300 5.60849 -7.32752
H -17.90589 4.45641 -5.70695
H -18.22375 3.39517 -6.82430
H -20.25732 3.88614 -5.08331
H -20.52671 3.55470 -6.78704
H -18.57323 7.30393 -6.54172
H -19.43271 7.10195 -8.03738

4.
The following is a DFT calculation (wB97M-V/def2-TZVPD) of 7 unconnected molecules or ions with the total composition C20H43B2O23.

Summary:
Gap between HOMO and LUMO   0.2433 Ha
Charge   -1

Atoms and positions in Å:
O -1.74827 9.07345 2.00976
B -1.86353 8.36806 3.21272
O -3.07049 8.52046 3.92067
O -0.83610 7.64080 3.68842
B -0.95935 6.20098 3.33846
O 0.14475 5.44945 3.95421
C 0.19155 4.30333 3.14009
C 0.08568 4.86943 1.72461
O -0.78385 5.97195 1.87148
H -2.47764 8.89397 1.41514
H -3.50395 7.67013 4.03726
H -2.07999 5.76132 3.70270
H -0.70195 3.68255 3.31870
H 1.07746 3.69374 3.34030
H 1.06153 5.22465 1.35922
H -0.31408 4.13461 1.01336
C -2.96405 -0.86264 -0.89789
O -3.21220 0.25777 -1.75243
C -3.11346 1.44036 -1.13432
O -2.84777 1.60784 0.02468
O -3.35510 2.40454 -2.02004
C -3.25131 3.73122 -1.46765
H -3.07647 -1.73925 -1.52964
H -1.95615 -0.82095 -0.48916
H -3.67997 -0.88810 -0.07816
H -2.25169 3.90543 -1.07562
H -3.97016 3.86326 -0.66203
H -3.46657 4.39977 -2.29465
C 4.33992 3.63111 9.44984
O 3.65842 4.81125 9.03270
C 2.71261 4.59378 8.09654
O 2.44575 3.50814 7.64658
O 2.15946 5.74786 7.78973
C 1.13343 5.69334 6.76488
H 5.06040 3.96044 10.19347
H 3.64376 2.91379 9.88312
H 4.84699 3.15917 8.60913
H 0.32063 5.05099 7.09486
H 1.52858 5.32694 5.82449
H 0.79344 6.71551 6.64483
C -2.06231 -7.27798 0.81452
O -2.76558 -6.03913 0.63944
C -3.62183 -6.03485 -0.37423
O -3.87643 -6.97620 -1.08479
O -4.14847 -4.81663 -0.48128
C -5.09552 -4.66880 -1.54354
H -1.41220 -7.11593 1.66780
H -2.76386 -8.08664 1.01030
H -1.48171 -7.50790 -0.07744
H -5.94174 -5.33880 -1.40338
H -4.62793 -4.87685 -2.50483
H -5.41761 -3.63298 -1.50226
C 4.98268 10.81203 -0.44354
O 3.82553 10.92494 0.37896
C 3.27322 9.73850 0.71196
O 3.70841 8.67234 0.35363
O 2.22164 9.96678 1.46504
C 1.50399 8.78850 1.91570
H 5.30981 11.83228 -0.62532
H 5.76412 10.24462 0.06093
H 4.74440 10.31431 -1.38303
H 2.16419 8.15888 2.50805
H 1.11820 8.22869 1.06815
H 0.68615 9.14416 2.52324
C -2.80966 -7.76508 -4.01390
O -1.77359 -7.36016 -4.92477
C -0.61810 -7.07475 -4.33212
O -0.39105 -7.13842 -3.15127
O 0.25699 -6.70528 -5.27070
C 1.55904 -6.37522 -4.76433
H -3.67973 -7.95799 -4.63319
H -2.51131 -8.66342 -3.47726
H -3.01543 -6.98109 -3.29183
H 2.00377 -7.23548 -4.26721
H 1.49408 -5.54561 -4.06351
H 2.14181 -6.09533 -5.63633
C 1.52346 -9.04455 -7.44160
O 1.70182 -10.46439 -7.54932
C 2.62199 -10.95813 -6.72589
O 3.28120 -10.32496 -5.94123
O 2.69549 -12.27624 -6.91398
C 3.65376 -12.93583 -6.07836
H 0.74754 -8.79421 -8.15746
H 1.20698 -8.77510 -6.43755
H 2.45126 -8.52850 -7.68235
H 3.40597 -12.79194 -5.02834
H 4.65309 -12.54672 -6.26444
H 3.59323 -13.98540 -6.34751

5.
The following is a DFT calculation (wB97M-V/def2-TZVPD) of a molecular structure, C20H43LuN2P3S.

Summary:
Gap between HOMO and LUMO   0.2180 Ha
Charge   +3

Atoms and positions in Å:
Lu 0.30819 0.43062 0.28419
P -2.29475 -0.58128 1.08497
P 1.43399 -2.25852 0.63092
P -0.79429 -0.64582 -1.97139
H 1.45515 2.73271 1.90053
C 0.76568 2.98329 1.09009
C -0.60578 2.64201 1.19122
H -0.96071 2.29849 2.17173
C -2.92666 -0.26279 2.79568
C -2.65752 -2.39338 1.12480
C -3.81752 -0.00351 0.23938
C 3.17464 -2.19120 0.04677
C 1.72487 -3.05424 2.26267
C 0.87087 -3.73797 -0.29617
C -1.79819 0.66096 -2.77188
C -1.79097 -2.13266 -2.34332
C 0.61098 -1.13278 -3.06668
H 1.18898 3.72342 0.39620
H -1.41541 2.99963 0.55705
H -2.57561 0.71055 3.15243
H -2.59323 -1.04730 3.48428
H -4.02411 -0.25953 2.76431
H -2.03425 -2.86923 1.89231
H -2.46027 -2.88394 0.16514
H -3.71742 -2.52362 1.39906
H -3.76755 1.08856 0.13388
H -4.67442 -0.25903 0.88019
H -3.95559 -0.44480 -0.75419
H 3.60964 -3.19653 0.03321
H 3.75692 -1.55040 0.71575
H 3.20430 -1.76548 -0.96159
H 2.25515 -4.01284 2.15115
H 0.76961 -3.24763 2.77347
H 2.32765 -2.39716 2.90316
H 1.51293 -4.59012 -0.03903
H 0.91932 -3.57239 -1.37493
H -0.16325 -3.98017 -0.02772
H -1.73226 0.55702 -3.86196
H -1.43549 1.66656 -2.50322
H -2.84617 0.57426 -2.45556
H -1.85129 -2.20280 -3.44236
H -2.80528 -2.06155 -1.93961
H -1.29361 -3.03331 -1.96109
H 0.24954 -1.12342 -4.10746
H 0.92796 -2.15927 -2.82250
H 1.47168 -0.45392 -2.99025
C 1.76129 3.33319 -3.55854
C 2.80652 2.98152 -4.43895
C 3.22362 3.86278 -5.44889
C 2.68122 5.17143 -5.49859
C 1.60642 5.50261 -4.67311
C 1.14837 4.59980 -3.71450
S 1.03880 2.17527 -2.36830
H 1.96026 1.62260 -1.37728
H 3.27961 2.01803 -4.31625
H 3.95393 3.53763 -6.18746
H 3.12233 5.92001 -6.18017
H 1.11204 6.48557 -4.79404
H 0.30585 4.86509 -3.06153
C -0.49013 0.40483 5.83846
N -0.18782 -0.68070 4.83255
C 0.44588 -1.88985 5.41620
C 0.10824 -0.32229 3.61150
N 0.39926 -0.05546 2.48806
H -0.24744 -0.00574 6.83310
H -1.55695 0.71461 5.78028
H 0.13464 1.29409 5.62457
H -0.10038 -2.79383 5.13594
H 1.46506 -1.98659 5.02014
H 0.48295 -1.79410 6.50316

6.
The following is a DFT calculation (wB97M-V/def2-TZVPD) of a molecular structure, C20H43MgN9OSi4Te.

Summary:
Gap between HOMO and LUMO (spin up / spin down)   0.2457 / 0.2454 Ha
Relative energy (zero: lowest compared OMol25 entry of this formula, charge and spin)   0.0 kcal/mol
Charge   +2

Atoms and positions in Å:
Mg 0.47765 2.00796 1.16145
N 4.43724 2.16770 2.41118
C 4.84633 2.21067 1.09703
C 3.71150 2.16050 0.35017
N 2.62225 2.08584 1.18380
C 3.09519 2.09204 2.41697
C 2.15615 2.03468 3.52742
N 0.85942 2.06902 3.27103
C 0.22239 1.96027 4.48491
C 1.14976 1.86866 5.47371
N 2.37566 1.91631 4.84757
H 5.04862 2.20195 3.21058
H 5.88437 2.27478 0.82427
H 3.61292 2.17608 -0.72113
H -0.84991 1.95764 4.57177
H 1.05776 1.77746 6.54109
H 3.26627 1.85740 5.31391
O -0.04379 0.10841 0.76503
N 0.14322 0.55238 -0.39371
C -1.88948 6.55218 -2.48117
C -2.57491 7.04556 -1.21206
C -3.88379 6.30725 -0.95349
C -1.63261 7.00268 -0.00996
N -1.17581 5.63401 0.30514
C -1.79591 4.65006 0.96178
N -1.02392 3.58948 0.92566
N 0.08413 3.97076 0.24028
N 0.00643 5.19158 -0.11860
H -2.54420 6.68844 -3.34071
H -1.65818 5.48528 -2.41952
H -0.96054 7.08878 -2.67678
H -2.80236 8.10908 -1.32938
H -3.73745 5.22353 -0.92578
H -4.58932 6.50164 -1.75994
H -4.35793 6.62310 -0.02165
H -2.10253 7.38877 0.89369
H -0.71999 7.56352 -0.20026
H -2.76465 4.73351 1.42350
C 1.48800 -2.22051 2.03432
Si 0.00027 -3.14595 1.35655
C -1.58370 -2.56646 2.16324
C 0.21760 -4.97857 1.67933
Si -0.09409 -3.06069 -1.00850
Te 0.24361 -0.68876 -1.95622
Si 1.82438 -3.97842 -2.07426
C 1.79643 -5.83451 -1.85931
C 1.76433 -3.55057 -3.89838
C 3.35919 -3.24202 -1.28610
Si -2.15729 -3.65379 -2.02412
C -3.56684 -3.01327 -0.97263
C -2.20026 -5.51809 -2.14877
C -2.21996 -2.86938 -3.72614
H 1.52497 -2.37296 3.11724
H 1.43795 -1.14692 1.84198
H 2.42075 -2.59900 1.61419
H -1.48341 -2.67253 3.24756
H -2.43233 -3.17782 1.85442
H -1.81821 -1.52689 1.94233
H 0.26761 -5.15845 2.75656
H 1.13534 -5.36993 1.23809
H -0.61939 -5.56215 1.29056
H 0.89512 -6.28259 -2.27926
H 1.86538 -6.13316 -0.81272
H 2.65368 -6.26614 -2.38261
H 0.88289 -3.97084 -4.38550
H 2.64190 -3.97959 -4.38972
H 1.78520 -2.47635 -4.09982
H 3.53996 -3.67654 -0.30120
H 3.28782 -2.15770 -1.17158
H 4.23345 -3.45421 -1.90600
H -3.69826 -3.61976 -0.07497
H -4.50073 -3.05561 -1.53827
H -3.41388 -1.97742 -0.66226
H -2.08270 -5.99801 -1.17533
H -1.41785 -5.89626 -2.80898
H -3.16001 -5.83877 -2.56135
H -2.40877 -1.79489 -3.67380
H -3.04688 -3.31222 -4.28792
H -1.31125 -3.03126 -4.30849

These records have energy values of -2099.07225 -2207.12573 -3261.97999 -2568.42796 -3554.17668 -2981.68064 Eh, in the order they appear.